Record 1
# C24H39N8O19P

7 unconnected molecules or ions with the total composition C24H39N8O19P in a non-equilibrium geometry (wB97M-V/def2-TZVPD, OMol25).

Positions of all 91 atoms, in Å:
C -6.84 -1.44 -2.17
C -7.12 -0.81 -3.62
N -6.87 0.66 -3.67
C -5.48 1.00 -3.61
C -5.17 2.32 -3.37
O -6.22 3.29 -3.16
C -6.02 3.70 -1.86
N -6.05 4.42 -0.96
C -3.71 2.86 -3.32
O -3.45 3.98 -3.70
C -2.65 1.84 -2.78
C -1.41 2.27 -2.09
C -1.08 3.79 -1.89
C -0.43 1.25 -1.61
C 0.91 1.62 -0.91
C 0.76 2.23 0.54
C 1.75 1.53 1.59
C 2.45 2.55 2.58
O 2.17 2.24 3.97
C -0.79 -0.15 -1.83
C -2.03 -0.59 -2.53
P -2.32 -2.41 -2.74
O -3.71 -2.72 -2.30
O -1.20 -3.17 -1.76
O -2.01 -2.93 -4.29
C -2.97 0.41 -3.03
C -4.28 0.05 -3.81
O -4.24 -0.91 -4.55
H -6.64 -0.63 -1.42
H -7.79 -1.95 -1.82
H -6.06 -2.24 -2.21
H -6.63 -1.39 -4.44
H -8.23 -0.94 -3.78
H -7.28 1.03 -2.80
H -1.32 4.41 -2.80
H -1.62 4.19 -0.99
H 0.04 3.89 -1.75
H 1.47 2.33 -1.59
H 1.51 0.67 -0.83
H -0.31 2.21 0.89
H 1.08 3.32 0.52
H 1.16 0.81 2.23
H 2.54 0.92 1.07
H 2.17 3.60 2.33
H 3.57 2.48 2.47
H 1.35 2.69 4.22
H -0.06 -0.93 -1.48
H -0.33 -3.19 -2.23
H -1.96 -2.11 -4.83
C -3.37 -5.35 -1.19
N -2.99 -6.67 -0.62
O -3.52 -7.00 0.42
O -2.18 -7.33 -1.24
H -4.10 -4.88 -0.54
H -2.47 -4.75 -1.26
H -3.80 -5.53 -2.18
C 5.07 2.03 6.39
N 6.07 2.33 5.33
O 5.68 2.35 4.18
O 7.21 2.53 5.70
H 4.10 1.87 5.91
H 5.39 1.13 6.90
H 5.03 2.88 7.06
C 10.02 1.22 6.83
N 9.89 1.32 8.31
O 9.01 2.04 8.75
O 10.67 0.67 8.98
H 9.26 1.85 6.37
H 11.01 1.56 6.57
H 9.87 0.17 6.56
C 8.07 5.59 9.37
N 6.71 5.44 8.79
O 5.76 5.55 9.55
O 6.65 5.21 7.60
H 7.98 5.79 10.44
H 8.61 4.66 9.20
H 8.55 6.42 8.86
C 1.77 -3.81 -6.00
N 1.12 -3.10 -4.87
O 0.61 -3.78 -4.00
O 1.14 -1.88 -4.90
H 1.67 -4.88 -5.85
H 1.26 -3.50 -6.92
H 2.81 -3.51 -6.02
C -4.70 -5.88 -5.17
N -6.10 -6.39 -5.24
O -6.99 -5.63 -4.89
O -6.25 -7.53 -5.63
H -4.72 -4.86 -4.81
H -4.15 -6.53 -4.49
H -4.29 -5.93 -6.18

Computed properties:
DFT total energy = -85613.723 eV
HOMO energy = -9.382 eV
SMILES = CCNC1=C(OC#N)C(=O)c2c(C)c(CCCCO)cc(P(=O)(O)O)c2C1=O.C[N+](=O)[O-].C[N+](=O)[O-].C[N+](=O)[O-].C[N+](=O)[O-].C[N+](=O)[O-].C[N+](=O)[O-]
gap between HOMO and LUMO = 0.2897 Eh

=====

Record 2
# C5H10LiN2O

A molecular structure, C5H10LiN2O in a non-equilibrium geometry (wB97M-V/def2-TZVPD, OMol25).

Positions of all 19 atoms, in Å:
N -2.50 1.36 -0.61
C -1.75 0.09 -0.67
C -0.37 0.13 -0.01
C 0.13 -1.13 0.71
N 1.61 -0.91 0.81
C 1.99 0.14 -0.13
O 3.07 0.68 -0.07
C 0.78 0.37 -0.99
H -2.65 1.59 0.36
H -1.89 2.09 -0.95
H -2.36 -0.67 -0.21
H -1.62 -0.14 -1.71
H -0.31 0.94 0.71
H -0.25 -1.22 1.71
H -0.10 -2.01 0.13
H 1.75 -0.43 1.70
H 0.82 -0.39 -1.76
H 0.80 1.34 -1.46
Li 2.84 -1.84 2.46

Computed properties:
charge = +1
DFT total energy = -10573.701 eV
HOMO energy = -12.538 eV
gap between HOMO and LUMO = 0.2759 Eh

=====

Record 3
# C3HoLi2O3

A molecular structure, C3HoLi2O3 in a non-equilibrium geometry (wB97M-V/def2-TZVPD, OMol25).

Positions of all 9 atoms, in Å:
O 0.88 -2.50 -0.20
C 0.03 -1.91 0.33
O -0.77 -1.40 1.00
Ho -2.10 0.63 1.78
Li 2.19 -1.15 -1.59
C 1.06 0.42 -1.15
C 0.27 1.00 -0.40
O -0.65 1.57 0.33
Li -0.91 3.34 -0.09

Computed properties:
charge = +2
expectation value of S² = 8.7551
DFT total energy = -35442.288 eV
HOMO energy (alpha / beta) = -15.110 / -15.128 eV
2S+1 = 6
gap between HOMO and LUMO (alpha / beta) = 0.2370 / 0.2104 Eh

=====

Record 4
# C7H4Cl2N2O2

A single C7H4Cl2N2O2 molecule in a non-equilibrium geometry (wB97M-V/def2-TZVPD, OMol25).

Positions of all 17 atoms, in Å:
C 0.57 2.07 -1.79
C 1.56 -0.77 0.55
C 0.55 -1.66 0.56
C 1.47 0.55 -0.12
C -0.80 -1.31 -0.02
C 0.80 0.78 -1.24
C -1.61 -0.33 0.36
N 0.26 3.11 -2.18
N -1.34 0.49 1.51
O -0.24 0.39 2.03
O -2.22 1.22 1.90
Cl -1.29 -2.31 -1.30
Cl -3.01 0.14 -0.60
H 2.64 -0.97 0.80
H 0.37 -2.68 1.05
H 2.11 1.24 0.18
H 0.19 0.05 -1.68

Computed properties:
DFT total energy = -39437.638 eV
HOMO energy = -9.757 eV
SMILES = N#C/C=C/C=C\C(Cl)=C(\Cl)[N+](=O)[O-]
energy above the lowest of the compared OMol25 structures with the same formula, charge and spin = 115.3 kcal per mole
gap between HOMO and LUMO = 0.3085 Eh